Entry from OMol25: a molecular structure, C36H40MnP2 at a distorted geometry (ωB97M-V/def2-TZVPD).

Calculated values
- relative energy (zero: lowest compared OMol25 entry of this formula, charge and spin) (kcal/mol) = 144.8
- gap between HOMO and LUMO (spin up / spin down) (eV) = 4.6171 / 4.3912
- LUMO level (spin up / spin down) (eV) = 0.23 / -0.10
- 2S+1 = 6
- HOMO (spin up / spin down) (Eh) = -0.1611 / -0.1651
- molar mass (g mol⁻¹) = 589.6

Element x y z (Å)
Mn -0.190 1.662 -0.954
C -2.146 1.094 -3.119
C -1.944 -0.149 -2.621
C -1.124 -1.200 -3.296
C 0.288 -0.705 -3.722
C 0.942 0.160 -2.718
C 0.644 1.515 -2.559
C 0.039 2.284 -3.764
C -1.371 1.778 -4.177
C 1.439 -0.213 2.951
H -3.152 1.490 -2.902
H -2.635 -0.570 -1.880
H -1.683 -1.559 -4.188
H -0.994 -2.102 -2.668
H 0.922 -1.581 -3.887
H 0.226 -0.215 -4.705
H 1.848 -0.224 -2.234
H 1.358 2.167 -1.983
H 0.738 2.196 -4.641
H 0.012 3.364 -3.549
H -1.921 2.664 -4.497
H -1.297 1.133 -5.060
H 0.805 0.685 2.974
H 2.114 -0.044 3.795
H 0.853 -1.134 3.118
P -1.777 -0.564 1.077
P 2.389 -0.222 1.447
C -0.281 -0.969 0.223
C 1.091 -0.718 0.290
C -2.568 -2.230 1.323
C -2.846 -3.166 0.295
C -3.584 -4.325 0.575
C -3.998 -4.619 1.885
C -3.639 -3.741 2.917
C -2.916 -2.571 2.647
C -3.056 0.397 0.170
C -2.533 1.677 -0.213
C -3.303 2.797 0.123
C -4.670 2.650 0.362
C -5.252 1.380 0.343
C -4.446 0.240 0.296
C 3.912 -1.222 1.626
C 3.708 -2.567 1.980
C 4.783 -3.406 2.261
C 6.082 -2.934 2.077
C 6.312 -1.630 1.612
C 5.228 -0.796 1.354
C 2.811 1.511 0.961
C 2.722 2.584 1.874
C 2.967 3.904 1.461
C 3.262 4.187 0.115
C 3.360 3.130 -0.804
C 3.159 1.805 -0.381
H -0.612 -1.761 -0.460
H 1.604 -1.267 -0.495
H -2.462 -2.972 -0.714
H -3.840 -4.988 -0.253
H -4.620 -5.507 2.064
H -3.951 -3.992 3.932
H -2.625 -1.918 3.479
H -1.926 1.899 -1.143
H -2.814 3.775 0.186
H -5.301 3.530 0.518
H -6.324 1.229 0.326
H -4.797 -0.770 0.431
H 2.695 -2.982 2.028
H 4.613 -4.433 2.607
H 6.931 -3.607 2.219
H 7.326 -1.278 1.443
H 5.409 0.190 0.919
H 2.474 2.390 2.928
H 2.890 4.717 2.188
H 3.453 5.223 -0.211
H 3.540 3.334 -1.866
H 3.228 0.986 -1.112
C -1.369 1.124 2.137
H -1.218 0.420 2.929
H -2.383 1.577 2.130
H -0.610 2.006 2.178

Atoms 1-3, force components in eV/Å:
-1.13 -2.29 3.57
-1.39 -1.29 0.50
-0.90 -0.35 -1.05

These are the Mulliken partial charges, in e, on atoms 1 to 4: -0.21, -0.57, 0.24, -0.80